The following is a quantum chemistry calculation of C57H54GeP3S2W as an isolated structure in a non-equilibrium geometry, from the OMol25 dataset.

```
! wB97M-V def2-TZVPD RIJCOSX def2/J DEFGRID3
* xyz 2 2
W 0.31 0.27 -0.23
C -2.96 -0.12 2.31
C -2.87 -0.68 0.89
P -1.26 -1.57 0.58
C -1.41 -2.51 -0.98
C -2.59 -2.92 -1.60
C -2.54 -3.71 -2.74
C -1.32 -4.09 -3.28
C -0.14 -3.64 -2.70
C -0.19 -2.85 -1.56
C -1.50 -2.98 1.75
C -2.70 -3.69 1.61
C -2.99 -4.75 2.44
C -2.10 -5.13 3.43
C -0.89 -4.45 3.55
C -0.59 -3.39 2.72
C -1.81 0.79 2.75
P -0.82 1.67 1.45
C 0.07 2.85 2.54
C 1.25 2.44 3.16
C 1.88 3.27 4.07
C 1.36 4.52 4.36
C 0.19 4.93 3.73
C -0.45 4.11 2.83
C -1.98 2.79 0.61
C -3.24 3.11 1.11
C -3.99 4.10 0.50
C -3.49 4.78 -0.60
C -2.24 4.46 -1.11
C -1.49 3.47 -0.51
H -3.03 -0.95 3.03
H -3.91 0.42 2.38
H -2.95 0.15 0.18
H -3.70 -1.37 0.74
H -3.55 -2.61 -1.22
H -3.45 -4.05 -3.20
H -1.28 -4.71 -4.16
H 0.81 -3.91 -3.12
H 0.74 -2.49 -1.11
H -3.40 -3.44 0.83
H -3.92 -5.29 2.31
H -2.33 -5.95 4.09
H -0.18 -4.75 4.31
H 0.37 -2.89 2.82
H -1.07 0.20 3.31
H -2.16 1.56 3.43
H 1.66 1.47 2.95
H 2.79 2.93 4.55
H 1.85 5.17 5.06
H -0.22 5.91 3.95
H -1.35 4.46 2.35
H -3.63 2.61 1.98
H -4.95 4.37 0.92
H -4.08 5.56 -1.05
H -1.85 4.99 -1.97
H -0.48 3.25 -0.86
C 2.86 -2.90 0.50
Ge 2.46 -0.92 0.56
C 2.77 -0.69 2.52
C 4.07 -0.57 3.00
C 4.31 -0.60 4.37
C 3.27 -0.76 5.26
C 1.97 -0.85 4.79
C 1.73 -0.80 3.43
C 4.11 -0.10 -0.24
C 4.98 -0.87 -0.98
C 6.17 -0.36 -1.49
C 6.53 0.94 -1.27
C 5.69 1.78 -0.50
C 6.06 3.11 -0.20
C 5.24 3.92 0.55
C 4.00 3.45 0.97
C 3.61 2.16 0.67
C 4.45 1.27 -0.02
H 3.73 -3.06 1.13
H 3.07 -3.29 -0.49
H 2.03 -3.47 0.92
H 4.89 -0.47 2.31
H 5.32 -0.51 4.73
H 3.47 -0.81 6.32
H 1.14 -0.95 5.49
H 0.71 -0.85 3.05
H 4.74 -1.91 -1.16
H 6.83 -1.01 -2.06
H 7.44 1.34 -1.69
H 7.02 3.47 -0.55
H 5.55 4.93 0.79
H 3.35 4.09 1.54
H 2.60 1.83 0.94
C -1.22 0.21 -1.82
H -2.21 -0.23 -1.73
H -0.74 -0.27 -2.69
H -1.39 1.27 -2.08
S 2.00 4.43 -0.98
P 2.24 3.12 -2.44
S 1.70 1.19 -1.94
C 3.94 3.02 -3.06
C 4.81 4.06 -2.79
C 6.08 4.05 -3.33
C 6.48 2.99 -4.14
C 5.61 1.94 -4.39
C 4.33 1.95 -3.87
C 1.21 3.59 -3.86
C 0.11 2.85 -4.27
C -0.69 3.31 -5.30
C -0.39 4.50 -5.92
C 0.73 5.23 -5.54
C 1.53 4.78 -4.50
H 4.49 4.87 -2.15
H 6.76 4.87 -3.14
H 7.47 2.99 -4.57
H 5.92 1.12 -5.03
H 3.64 1.16 -4.08
H -0.11 1.90 -3.79
H -1.55 2.73 -5.60
H -1.02 4.87 -6.71
H 0.98 6.15 -6.04
H 2.40 5.34 -4.19
*
```

The calculation puts the LUMO energy (alpha / beta) at -8.4 / -7.6 eV. As for the expectation value of S²: 0.924. The HOMO energy (alpha / beta) comes out at -11.83 / -11.87 eV.


The following is a quantum chemistry calculation of an isolated ion of composition C3H6NO2 and charge -1 in a non-equilibrium geometry, from the OMol25 dataset.

```
! wB97M-V def2-TZVPD RIJCOSX def2/J DEFGRID3
* xyz -1 1
C -0.14 -0.08 -1.73
N -0.73 -0.01 -0.44
C 0.18 0.49 0.59
C 0.16 -0.31 1.97
O 1.28 -0.56 2.45
O -1.02 -0.48 2.36
H 0.72 -0.80 -1.83
H -0.84 -0.43 -2.50
H 0.42 0.81 -2.06
H -1.06 -0.90 -0.11
H 1.22 0.72 0.38
H -0.20 1.55 0.92
*
```

As for the SMILES: CNCC(=O)[O-]. The calculation puts the LUMO energy at 4.0 eV. The HOMO energy comes out at -3.63 eV.


The following is a quantum chemistry calculation of a 40-piece molecular cluster, H80O40 overall in a non-equilibrium geometry, from the OMol25 dataset.

```
! wB97M-V def2-TZVPD RIJCOSX def2/J DEFGRID3
* xyz 0 1
H -0.93 -0.14 -5.05
H -0.94 -1.66 -5.00
O -1.50 -0.93 -4.73
H 3.14 -3.82 -2.66
H 4.29 -3.10 -3.35
O 3.47 -3.52 -3.50
H -2.71 1.07 6.16
H -1.96 2.36 6.12
O -2.72 1.94 5.86
H -0.42 -0.42 6.86
H 0.91 -0.31 6.45
O 0.07 0.16 6.43
H -2.97 1.83 -4.44
H -3.70 0.80 -5.23
O -3.80 1.29 -4.38
H -2.86 2.37 3.02
O -3.56 1.95 2.87
H -1.14 -0.02 -2.47
O -0.38 -0.58 -2.45
H -2.66 -0.46 -0.31
H -2.69 -0.14 1.28
O -2.57 -0.82 0.60
H 2.61 -0.79 2.09
H 2.90 -2.33 2.36
O 2.33 -1.76 1.89
H -1.49 -4.70 4.74
H -0.54 -3.61 4.29
O -0.53 -4.44 4.56
H 1.96 -1.23 -5.56
H 0.97 -2.12 -6.35
O 1.05 -1.45 -5.70
H -0.44 0.88 -5.33
O -0.09 1.17 -6.14
H 2.08 4.39 -2.46
H 1.32 4.08 -3.63
O 2.23 4.26 -3.47
H 1.55 2.83 -0.99
H 1.60 4.15 -0.25
O 1.28 3.64 -1.06
H 1.20 -2.79 -3.81
H 1.18 -4.24 -4.13
O 0.64 -3.57 -3.79
H 3.54 5.45 -0.18
H 3.34 4.09 0.71
O 2.96 4.92 0.50
H -4.49 -2.63 -1.14
H -5.39 -1.92 -0.05
O -5.40 -2.25 -0.89
H -2.08 -3.85 2.48
H -3.41 -4.27 2.91
O -2.66 -3.72 3.18
H -1.47 -2.22 4.46
O -0.72 -1.88 4.99
H 3.87 2.71 -2.43
H 5.07 1.67 -2.34
O 4.14 1.80 -2.61
H 2.47 -1.85 -0.06
O 3.14 -2.52 -0.27
H -0.29 1.88 1.85
H -1.24 0.99 1.52
O -0.69 1.13 2.27
H -2.02 -3.86 -1.99
H -2.04 -2.70 -0.95
O -2.49 -3.14 -1.71
H 3.67 1.63 2.99
H 3.67 1.90 4.52
O 3.59 1.23 3.88
H -0.47 -4.58 0.87
H -0.43 -5.99 0.83
O -1.15 -5.34 0.81
H -0.57 2.12 -0.75
H -0.76 3.62 -0.33
O -1.15 2.69 -0.69
H -3.83 -0.25 -2.00
H -3.13 0.99 -1.62
O -2.96 0.18 -1.94
H 1.16 0.34 1.33
H 0.66 0.46 -0.10
O 1.43 0.40 0.34
H -0.12 1.20 4.74
H 1.18 2.09 4.80
O 0.54 1.62 4.20
H 1.21 -0.51 -2.13
H 2.71 -0.13 -2.71
O 2.17 -0.42 -1.90
H 4.00 -0.38 -1.03
H 5.10 -1.31 -0.69
O 4.99 -0.36 -0.89
H -2.42 4.35 -0.42
O -2.30 4.42 0.57
H -2.88 4.60 -2.58
H -2.30 5.62 -3.53
O -2.51 4.75 -3.40
H -0.37 -1.34 4.42
H -3.88 1.79 3.78
H 3.09 -3.07 0.41
H -0.22 -1.33 -3.02
H 0.66 0.67 -6.36
H -3.34 4.14 0.74
O 0.43 -3.24 -0.29
H 0.78 -3.31 -1.22
H 0.62 -2.44 0.01
O 2.01 1.13 -4.62
H 2.81 1.84 -4.56
H 1.08 1.48 -4.68
O 2.81 -0.58 5.69
H 3.54 0.07 5.51
H 2.10 -0.41 5.05
O 3.52 2.30 -0.54
H 2.77 1.82 -0.66
H 4.22 1.62 -0.60
O 2.35 4.42 3.94
H 1.69 3.79 4.04
H 1.92 5.18 4.08
O -4.32 -3.97 0.11
H -5.21 -3.73 -0.02
H -4.33 -4.83 0.56
O -5.04 -1.79 1.65
H -4.14 -2.12 1.73
H -4.99 -1.05 2.07
*
```

The calculation puts the LUMO energy at -0.3 eV. The HOMO energy comes out at -10.13 eV.


The records above yield ΔE to the lowest compared entry with this formula, charge and spin values of 179.7, 113.5, 1591.9 kJ/mol, respectively.